No. 1
{
  "formula": "C26H73NNbO10S11",
  "method": "ωB97M-V/def2-TZVPD",
  "elements": ["S", "C", "S", "C", "C", "C", "Nb", "N", "C", "C", "O", "C", "C", "H", "H", "H", "H", "H", "H", "H", "H", "H", "H", "H", "H", "H", "H", "H", "H", "H", "H", "H", "C", "S", "O", "C", "H", "H", "H", "H", "H", "H", "C", "S", "O", "C", "H", "H", "H", "H", "H", "H", "C", "S", "O", "C", "H", "H", "H", "H", "H", "H", "C", "S", "O", "C", "H", "H", "H", "H", "H", "H", "C", "S", "O", "C", "H", "H", "H", "H", "H", "H", "C", "S", "O", "C", "H", "H", "H", "H", "H", "H", "C", "S", "O", "C", "H", "H", "H", "H", "H", "H", "C", "S", "O", "C", "H", "H", "H", "H", "H", "H", "C", "S", "O", "C", "H", "H", "H", "H", "H", "H"],
  "coordinates": [[-10.855, -4.704, -3.845], [-9.557, -3.719, -3.831], [-8.597, -3.528, -2.397], [-8.017, -1.798, -2.516], [-6.473, -1.777, -2.612], [-5.789, -0.568, -1.924], [-4.145, -1.289, -0.477], [-9.083, -2.996, -4.946], [-8.440, -3.836, -5.948], [-7.881, -2.946, -7.046], [-8.796, -1.978, -7.525], [-9.299, -1.195, -6.458], [-10.075, -2.118, -5.544], [-8.478, -1.318, -3.367], [-8.359, -1.284, -1.626], [-6.137, -2.694, -2.141], [-6.209, -1.846, -3.663], [-5.348, 0.080, -2.675], [-6.491, 0.008, -1.334], [-5.338, -2.436, 0.320], [-4.571, 0.043, 0.724], [-2.882, -0.301, -1.359], [-3.679, -2.705, -1.565], [-2.935, -1.860, 0.793], [-7.584, -4.301, -5.466], [-9.088, -4.627, -6.332], [-6.975, -2.441, -6.704], [-7.607, -3.561, -7.896], [-9.889, -0.363, -6.820], [-8.444, -0.844, -5.874], [-10.784, -2.658, -6.178], [-10.638, -1.578, -4.791], [1.058, 1.520, 2.043], [-0.373, 0.439, 2.054], [-1.080, 0.654, 0.767], [-1.287, 1.346, 3.313], [1.724, 1.146, 1.272], [0.745, 2.536, 1.793], [1.558, 1.498, 3.011], [-1.436, 2.376, 2.986], [-0.731, 1.319, 4.251], [-2.251, 0.857, 3.439], [4.690, -1.227, 5.256], [3.532, 0.133, 5.404], [3.102, 0.492, 4.026], [4.750, 1.358, 5.909], [4.139, -2.097, 4.907], [5.464, -0.968, 4.532], [5.122, -1.440, 6.230], [5.524, 1.440, 5.147], [5.182, 1.061, 6.865], [4.239, 2.313, 6.018], [6.208, -4.316, 8.877], [4.479, -3.867, 8.708], [4.444, -2.532, 8.049], [4.195, -3.597, 10.461], [6.612, -4.489, 7.880], [6.750, -3.505, 9.361], [6.293, -5.228, 9.466], [4.886, -2.839, 10.831], [4.337, -4.535, 10.997], [3.168, -3.257, 10.584], [4.270, 1.422, -2.404], [3.220, 1.120, -0.976], [3.626, -0.202, -0.415], [1.703, 0.866, -1.902], [5.290, 1.574, -2.059], [4.231, 0.558, -3.072], [3.925, 2.322, -2.913], [1.839, 0.039, -2.601], [1.456, 1.788, -2.428], [0.907, 0.624, -1.196], [8.996, 0.725, -2.887], [8.527, 2.183, -3.829], [7.386, 2.808, -3.116], [7.840, 1.283, -5.228], [9.411, 1.060, -1.939], [8.116, 0.108, -2.704], [9.749, 0.163, -3.439], [7.040, 0.628, -4.882], [8.628, 0.704, -5.709], [7.441, 2.013, -5.930], [-9.518, 1.193, 1.661], [-9.874, 0.540, 0.024], [-8.610, 0.577, -0.748], [-10.874, 1.934, -0.524], [-8.859, 0.488, 2.162], [-9.020, 2.159, 1.569], [-10.448, 1.292, 2.221], [-10.287, 2.850, -0.467], [-11.764, 2.009, 0.103], [-11.168, 1.748, -1.555], [10.127, -1.387, 11.891], [8.815, -1.659, 10.693], [7.954, -2.749, 11.228], [9.865, -2.385, 9.428], [9.678, -0.970, 12.790], [10.611, -2.334, 12.126], [10.848, -0.680, 11.482], [10.368, -3.265, 9.829], [10.594, -1.646, 9.097], [9.232, -2.672, 8.591], [2.892, 5.671, -4.105], [1.854, 5.496, -2.644], [2.232, 4.201, -2.014], [0.316, 5.226, -3.522], [3.919, 5.808, -3.772], [2.821, 4.771, -4.717], [2.573, 6.542, -4.677], [0.408, 4.357, -4.170], [0.078, 6.112, -4.112], [-0.469, 5.057, -2.786], [2.224, 1.666, -5.776], [1.765, 3.064, -6.807], [0.621, 3.735, -6.133], [1.086, 2.095, -8.160], [2.633, 2.054, -4.845], [1.342, 1.062, -5.564], [2.981, 1.072, -6.289], [0.281, 1.462, -7.786], [1.877, 1.488, -8.601], [0.695, 2.785, -8.904]],
  "forces_ev_per_a": [[-0.22, -0.22, -0.20], [0.35, -0.12, 0.67], [-0.48, 0.29, -0.20], [0.97, -0.25, 0.09], [-0.45, 0.27, 0.58], [0.09, -0.64, 0.29], [-0.41, 1.44, -0.99], [-0.51, 0.02, 0.01], [0.60, 0.37, 0.22], [0.02, 0.02, -0.15], [-0.20, 0.15, -0.53], [0.42, -0.57, 0.65], [-0.12, 0.14, -0.66], [-0.19, 0.01, -0.20], [0.03, -0.23, 0.13], [0.16, -0.32, -0.07], [0.21, -0.07, -0.23], [0.16, 0.31, -0.02], [-0.25, 0.19, -0.06], [-0.12, -0.62, -0.13], [0.02, -0.01, 0.52], [0.41, -0.35, -0.46], [0.23, -0.39, 0.18], [-0.20, 0.03, 0.30], [0.09, -0.28, 0.07], [-0.34, 0.07, -0.08], [0.05, 0.08, 0.24], [0.02, -0.10, -0.21], [-0.07, 0.03, -0.40], [0.03, 0.51, 0.02], [-0.25, -0.19, 0.09], [0.08, 0.07, 0.32], [-0.13, 0.30, 0.08], [-0.02, -0.10, -0.04], [0.18, 0.20, -0.03], [-0.08, 0.07, 0.11], [0.12, -0.08, 0.09], [-0.10, -0.06, -0.08], [0.00, -0.12, -0.16], [0.02, -0.02, -0.06], [0.02, -0.02, -0.02], [0.00, -0.04, -0.07], [0.24, 0.00, -0.12], [-0.04, -0.10, 0.01], [0.18, 0.02, 0.21], [0.12, 0.05, 0.03], [-0.07, 0.02, 0.01], [-0.10, 0.08, -0.07], [-0.09, -0.03, 0.06], [-0.04, -0.03, -0.04], [-0.03, -0.02, 0.01], [-0.05, -0.02, -0.02], [0.19, 0.00, -0.10], [-0.05, -0.06, 0.01], [0.08, -0.01, 0.14], [0.00, 0.09, 0.10], [-0.12, -0.02, -0.05], [-0.08, -0.02, 0.10], [-0.02, 0.00, 0.02], [0.04, -0.02, -0.05], [0.00, -0.01, -0.02], [-0.01, -0.01, -0.06], [0.07, -0.02, -0.15], [-0.08, 0.11, -0.03], [0.08, -0.07, -0.12], [-0.11, -0.05, -0.03], [-0.01, 0.04, 0.03], [-0.05, -0.04, 0.06], [0.00, 0.06, 0.10], [0.06, -0.04, 0.06], [0.02, 0.06, 0.09], [-0.01, 0.02, 0.01], [0.01, -0.11, 0.01], [0.03, -0.04, 0.00], [-0.02, 0.03, -0.01], [-0.03, -0.09, -0.06], [-0.01, 0.06, -0.01], [-0.03, 0.05, -0.01], [0.01, 0.02, 0.00], [0.00, 0.03, 0.06], [0.01, 0.02, 0.00], [0.02, 0.05, 0.03], [0.01, 0.09, 0.09], [-0.08, -0.12, 0.08], [-0.25, 0.39, 0.14], [-0.03, 0.13, 0.02], [0.02, -0.03, -0.06], [0.03, -0.02, -0.05], [-0.01, -0.03, -0.01], [0.05, -0.03, 0.00], [0.00, -0.02, 0.00], [0.03, -0.05, 0.00], [0.08, -0.04, 0.05], [-0.01, 0.15, -0.02], [0.07, -0.03, 0.01], [0.07, -0.08, -0.02], [-0.05, 0.00, -0.02], [-0.04, -0.02, -0.02], [-0.02, 0.02, -0.01], [-0.04, 0.00, 0.04], [-0.02, 0.02, -0.01], [-0.04, 0.03, 0.01], [0.07, 0.01, -0.08], [-0.03, 0.07, -0.02], [0.07, -0.12, -0.10], [-0.14, -0.05, 0.12], [-0.02, -0.01, 0.08], [-0.08, 0.04, 0.06], [-0.03, -0.01, -0.01], [0.03, 0.09, 0.04], [0.02, 0.00, -0.01], [0.08, 0.05, 0.10], [-0.01, -0.06, 0.02], [0.09, -0.17, -0.03], [0.01, -0.04, -0.23], [-0.06, -0.06, -0.05], [-0.02, 0.04, -0.01], [-0.03, 0.05, 0.00], [0.02, 0.02, 0.00], [0.00, 0.03, 0.05], [0.02, 0.02, 0.01], [0.02, 0.04, 0.03]],
  "total_charge": -1,
  "lumo_energy_ev": 1.3
}

No. 2
{
  "formula": "C3H9NO2",
  "method": "ωB97M-V/def2-TZVPD",
  "elements": ["N", "C", "C", "O", "C", "O", "H", "H", "H", "H", "H", "H", "H", "H", "H"],
  "coordinates": [[1.270, -0.725, -0.429], [-0.053, -0.048, -0.348], [-1.225, -0.672, 0.598], [-1.643, -2.013, 0.320], [0.219, 1.377, 0.235], [1.280, 2.219, -0.454], [1.224, -1.756, -0.560], [1.821, -0.382, -1.215], [-0.448, 0.056, -1.381], [-2.142, -0.081, 0.442], [-0.883, -0.579, 1.682], [-1.251, -2.645, 0.911], [0.590, 1.181, 1.294], [-0.621, 2.003, 0.437], [2.084, 1.689, -0.443]],
  "forces_ev_per_a": [[-0.44, -1.14, 0.54], [-0.60, 0.72, -0.39], [1.50, 0.01, 0.31], [0.14, 0.76, -0.66], [2.77, -0.43, 1.23], [-2.11, -1.54, 0.68], [-0.32, 1.14, 0.17], [-0.45, 0.04, 0.15], [-0.20, -0.06, 0.57], [0.62, 0.12, 0.07], [-0.45, -0.05, -1.29], [0.42, -0.12, 0.39], [-0.05, 0.13, -1.16], [-0.79, 0.47, -0.78], [-0.04, -0.04, 0.18]],
  "smiles": "NC(CO)CO",
  "lumo_energy_ev": 0.8
}